The following is a DFT calculation (wB97M-V/def2-TZVPD) of a 5-piece molecular cluster, C37H43N7O6 overall at a distorted geometry.

## Properties
frontier orbital gap = 6.01 eV
LUMO level = -0.324 hartree
net charge = +4
DFT total energy = -61744.5794 eV
HOMO level = -14.81 eV

Geometry (Å):
C1 -4.99 2.34 1.72
N1 -4.15 1.20 2.03
C2 -3.22 0.79 1.13
C3 -2.52 -0.38 1.28
C4 -2.68 -1.11 2.41
C5 -3.59 -0.71 3.35
C6 -4.35 0.42 3.17
C7 -1.99 -2.48 2.69
C8 -2.26 -3.19 3.87
C9 -1.46 -4.25 4.17
N2 -0.61 -4.76 3.18
C10 -0.53 -4.21 1.97
C11 -1.17 -3.04 1.71
C12 0.03 -6.01 3.56
H1 -5.51 2.41 2.68
H2 -5.71 2.22 0.86
H3 -4.38 3.18 1.58
H4 -3.14 1.46 0.29
H5 -1.80 -0.70 0.50
H6 -3.69 -1.24 4.28
H7 -5.15 0.71 3.86
H8 -2.95 -2.96 4.60
H9 -1.45 -4.68 5.11
H10 0.25 -4.63 1.32
H11 -0.85 -2.56 0.80
H12 0.49 -6.36 2.60
H13 -0.75 -6.77 3.80
H14 0.74 -5.87 4.35
C13 4.48 -5.87 4.10
N3 5.34 -6.40 3.07
C14 4.81 -6.73 1.89
C15 5.63 -7.10 0.86
C16 6.99 -7.15 1.01
C17 7.52 -6.87 2.27
C18 6.65 -6.51 3.31
C19 7.92 -7.59 -0.07
C20 8.72 -8.68 0.17
C21 9.53 -9.13 -0.86
N4 9.34 -8.65 -2.10
C22 8.47 -7.63 -2.39
C23 7.74 -7.09 -1.36
C24 10.18 -9.18 -3.18
H15 4.36 -6.65 4.85
H16 3.51 -5.72 3.74
H17 4.93 -5.05 4.63
H18 3.84 -6.42 1.73
H19 5.17 -7.42 -0.07
H20 8.59 -6.98 2.50
H21 6.98 -6.31 4.28
H22 8.76 -9.09 1.14
H23 10.11 -10.07 -0.86
H24 8.30 -7.37 -3.46
H25 7.05 -6.30 -1.52
H26 9.71 -8.98 -4.15
H27 10.23 -10.24 -2.99
H28 11.21 -8.77 -3.02
C25 -0.21 8.06 -2.20
N5 -1.62 8.48 -2.50
C26 -2.58 7.89 -1.75
C27 -3.94 8.15 -1.98
C28 -4.33 9.09 -2.95
C29 -3.29 9.80 -3.61
C30 -1.95 9.48 -3.33
C31 -5.75 9.54 -3.22
C32 -6.08 10.22 -4.38
C33 -7.40 10.59 -4.58
N6 -8.35 10.33 -3.65
C34 -8.02 9.71 -2.50
C35 -6.73 9.30 -2.29
C36 -9.73 10.65 -4.03
H29 0.39 8.57 -2.96
H30 -0.21 7.01 -2.41
H31 0.05 8.42 -1.21
H32 -2.33 7.20 -0.95
H33 -4.63 7.57 -1.40
H34 -3.51 10.62 -4.32
H35 -1.11 9.85 -3.95
H36 -5.52 10.45 -5.29
H37 -7.84 11.24 -5.41
H38 -8.81 9.55 -1.83
H39 -6.60 8.81 -1.36
H40 -9.66 11.72 -4.16
H41 -10.43 10.34 -3.27
H42 -9.98 10.13 -4.98
O1 1.88 -3.67 0.32
C37 2.84 -4.36 1.00
O2 4.01 -4.24 0.68
O3 2.39 -5.17 1.88
H43 2.35 -3.03 -0.21
N7 -3.03 4.68 -0.91
O4 -2.46 5.03 -1.96
O5 -2.92 3.54 -0.47
O6 -3.63 5.54 -0.21

The following is a DFT calculation (wB97M-V/def2-TZVPD) of a 2-piece molecular cluster, C2HCl2O3 overall at a distorted geometry.

## Properties
frontier orbital gap = 6.75 eV
LUMO level = 0.133 hartree
net charge = -1
DFT total energy = -33278.3602 eV
HOMO level = -3.13 eV
ΔE to the lowest compared entry with this formula, charge and spin = 1.968 eV

Geometry (Å):
C1 1.18 -2.47 1.39
C2 0.71 -0.88 -1.06
O1 2.03 -1.79 1.76
O2 0.28 -3.11 1.11
O3 -0.07 -0.42 -0.06
Cl1 -0.10 -0.32 -2.60
Cl2 2.28 0.27 -0.88
H1 -0.39 0.50 -0.26

The following is a DFT calculation (wB97M-V/def2-TZVPD) of an isolated ion of composition C15H29B2F9NO11P2S and charge -1 at a distorted geometry.

## Properties
frontier orbital gap = 6.09 eV
LUMO level = 0.035 hartree
net charge = -1
DFT total energy = -95262.5738 eV
HOMO level = -5.12 eV

Geometry (Å):
C1 3.90 2.38 -1.55
C2 4.28 1.26 -2.67
O1 3.02 0.78 -3.19
C3 2.99 -0.66 -3.33
C4 1.50 -1.19 -3.04
B1 0.90 -0.83 -1.55
C5 1.67 -1.91 -0.57
C6 3.06 -1.33 0.05
O2 4.15 -2.29 -0.26
C7 4.08 -3.41 0.60
O3 4.80 -3.41 1.61
O4 -0.54 -1.21 -1.45
C8 -1.29 -0.23 -0.69
C9 -1.31 -0.72 0.84
C10 -0.15 -0.15 1.77
C11 -0.60 0.12 3.31
F1 -1.84 0.79 3.25
F2 0.39 1.02 3.82
C12 -0.59 -1.24 4.14
F3 -1.02 -2.37 3.41
F4 0.78 -1.50 4.44
S1 -1.51 -1.24 5.77
F5 -3.01 -1.09 5.06
F6 -1.33 0.38 6.03
F7 -0.08 -1.56 6.61
F8 -1.68 -2.92 5.64
F9 -2.30 -1.33 7.24
B2 -2.89 -0.37 -1.09
O5 -3.45 -1.54 -1.69
O6 -3.77 0.73 -0.79
C13 -5.10 0.29 -0.45
C14 -5.20 -0.63 0.86
C15 -0.51 1.12 -1.11
P1 -0.77 1.43 -3.00
N1 0.45 2.63 -3.52
O7 -2.31 2.12 -3.31
P2 -0.85 2.74 -0.23
O8 -2.04 2.66 0.75
O9 0.51 3.27 0.71
O10 -1.18 4.04 -1.29
O11 0.84 0.59 -1.13
H1 4.79 2.71 -0.93
H2 3.06 1.90 -0.92
H3 3.40 3.24 -2.12
H4 4.90 0.48 -2.12
H5 4.85 1.76 -3.52
H6 3.23 -0.93 -4.43
H7 3.72 -1.23 -2.68
H8 1.53 -2.33 -3.25
H9 0.83 -0.76 -3.87
H10 0.95 -2.29 0.25
H11 1.98 -2.87 -1.14
H12 3.02 -1.15 1.17
H13 3.32 -0.39 -0.54
H14 3.35 -4.24 0.32
H15 -2.37 -0.56 1.24
H16 -1.17 -1.86 0.81
H17 0.34 0.82 1.44
H18 0.71 -0.91 1.86
H19 -2.86 -1.90 -2.38
H20 -5.75 1.22 -0.24
H21 -5.64 -0.25 -1.31
H22 -5.10 -1.74 0.58
H23 -4.48 -0.30 1.68
H24 -6.26 -0.51 1.30
H25 0.98 2.13 -4.25
H26 -0.02 3.43 -3.96
H27 -2.78 2.38 -2.48
H28 0.86 4.07 0.25
H29 -1.39 4.83 -0.73

Q: The highest DFT total energy belongs to which entry?
A: C2HCl2O3

Q: What is the formula in the second record?
A: C2HCl2O3

Q: Among the records above, which one has the highest DFT total energy?
A: C2HCl2O3

Q: The highest DFT total energy belongs to which entry?
A: C2HCl2O3